Record 1
Computed, not measured: 2 unconnected molecules or ions with the total composition C3H10O4Si, with the ωB97M-V functional and the def2-TZVPD basis.

Positions of all 18 atoms, in Å:
C: 1.788 -1.232 1.755
C: -2.073 -1.742 -0.063
C: -0.184 2.593 -0.563
O: 1.110 0.255 -2.870
O: 1.371 -0.103 0.952
O: -0.723 -1.386 0.146
O: -0.591 1.393 -0.028
Si: 0.125 -0.047 -0.063
H: 1.636 -2.190 1.396
H: 1.317 -1.064 2.647
H: 2.839 -1.061 1.825
H: -2.829 -1.063 0.420
H: -2.121 -2.681 0.469
H: -2.479 -1.767 -0.999
H: 0.231 2.590 -1.516
H: 0.547 3.058 0.128
H: -0.951 3.265 -0.799
H: 0.987 1.180 -2.835

Computed properties:
- orbital gap (alpha / beta) (eV) = 8.1 / 8.1
- charge = 0

=====

Record 2
Computed, not measured: 2 unconnected molecules or ions with the total composition C3H10OP2, with the ωB97M-V functional and the def2-TZVPD basis.

Positions of all 16 atoms, in Å:
C: -3.218 -0.373 0.096
C: 1.796 1.438 0.910
C: 2.027 -0.954 -0.561
O: -1.935 -0.118 0.575
P: -0.815 0.397 -0.439
P: 0.877 -0.264 0.777
H: -4.059 -0.074 0.800
H: -3.296 -1.540 -0.020
H: -3.358 -0.030 -0.943
H: 2.671 1.243 1.519
H: 1.213 2.031 1.539
H: 2.095 1.788 0.044
H: 1.364 -1.504 -1.245
H: 2.821 -1.727 -0.271
H: 2.420 -0.032 -1.107
H: -0.906 -1.523 -1.583

Computed properties:
- orbital gap (eV) = 8.1
- charge = 0

=====

Record 3
Computed, not measured: 2 unconnected molecules or ions with the total composition C3H10OS2, with the ωB97M-V functional and the def2-TZVPD basis.

Positions of all 16 atoms, in Å:
C: 0.061 1.610 1.584
S: 1.727 1.120 2.117
S: 2.780 2.912 1.722
H: -0.274 2.395 2.254
H: -0.028 1.745 0.513
H: -0.476 0.683 1.801
H: 1.753 3.664 2.138
C: -0.279 -1.856 -0.933
O: 0.236 -0.638 -0.423
C: -1.436 -1.638 -1.906
H: -0.581 -2.446 -0.062
H: 0.526 -2.450 -1.379
H: 0.978 -0.308 -0.946
H: -2.222 -1.090 -1.404
H: -1.727 -2.606 -2.315
H: -1.039 -1.098 -2.762

Computed properties:
- orbital gap (eV) = 8.9
- charge = 0
- SMILES = CCO.CSS

=====

Repeat the third record exactly.
Computed, not measured: 2 unconnected molecules or ions with the total composition C3H10OS2, with the ωB97M-V functional and the def2-TZVPD basis.

Positions of all 16 atoms, in Å:
C: 0.061 1.610 1.584
S: 1.727 1.120 2.117
S: 2.780 2.912 1.722
H: -0.274 2.395 2.254
H: -0.028 1.745 0.513
H: -0.476 0.683 1.801
H: 1.753 3.664 2.138
C: -0.279 -1.856 -0.933
O: 0.236 -0.638 -0.423
C: -1.436 -1.638 -1.906
H: -0.581 -2.446 -0.062
H: 0.526 -2.450 -1.379
H: 0.978 -0.308 -0.946
H: -2.222 -1.090 -1.404
H: -1.727 -2.606 -2.315
H: -1.039 -1.098 -2.762

Computed properties:
- orbital gap (eV) = 8.9
- charge = 0
- SMILES = CCO.CSS